The ion C15H10F6N2O3 with charge +2. Source: OMol25; level of theory: the ωB97M-V functional and the def2-TZVPD basis.

The geometry in XYZ format:
```
36
Properties=species:S:1:pos:R:3:nbo_charge:R:1
O 2.4991 -3.7172 -0.3521 -0.417
C 1.3781 -3.2216 -0.6711 0.684
O 1.3168 -2.4585 -1.8727 -0.716
C 0.1556 -3.4661 0.3493 0.564
F 0.5716 -4.5144 1.2420 -0.269
F 0.0235 -2.2816 1.1405 -0.334
C -1.2101 -3.9782 -0.3337 0.582
F -1.2795 -5.4007 -0.1060 -0.270
F -1.2709 -3.8063 -1.7488 -0.306
C -2.5623 -3.3615 0.2818 0.584
F -2.6025 -3.3043 1.7005 -0.289
F -3.6201 -4.2610 -0.1080 -0.274
C -2.9598 -1.9423 -0.4288 0.608
O -4.0380 -1.8648 -1.0747 -0.325
N -2.0408 -0.7485 -0.3341 -0.394
C -2.0962 0.0187 0.8947 0.115
C -1.1371 1.2287 1.0494 -0.188
C -0.1151 1.6312 -0.0783 0.025
C 0.8842 2.8500 0.1253 0.017
C 1.3293 3.8711 -0.9679 -0.194
C 2.3647 4.9666 -0.5439 0.118
N 2.9119 5.0336 0.8127 -0.466
C 2.5271 4.1279 1.8823 0.100
C 1.5057 2.9998 1.5785 -0.199
C -0.1399 0.7188 -1.3775 -0.196
C -1.1514 -0.4869 -1.4432 0.115
H 1.8612 -1.6385 -1.8147 0.511
H -2.8378 -0.3279 1.7121 0.306
H -1.1445 1.8468 2.0074 0.279
H 0.8822 3.7611 -2.0117 0.291
H 2.7560 5.7246 -1.3006 0.290
H 3.6164 5.7640 1.0573 0.477
H 3.0215 4.2455 2.9198 0.297
H 1.2186 2.2909 2.4273 0.279
H 0.5650 0.8983 -2.2560 0.280
H -1.1823 -1.1974 -2.3574 0.316
```

Output
**Charge**: +2
**Calculated total energy**: -1511.06295 Ha



A structure of composition C20H21BrN2O2W. Source: OMol25; level of theory: the ωB97M-V functional and the def2-TZVPD basis.

The geometry in XYZ format:
```
47
Properties=species:S:1:pos:R:3:mulliken_spin:R:1
C 2.7383 0.0522 -3.5520 -0.004
C 2.5959 -1.4357 -3.9528 -0.010
H 1.9818 0.6841 -4.0290 -0.001
H 3.7194 0.3979 -3.9002 0.003
H 2.7086 0.2213 -2.4715 0.015
H 1.5920 -1.6855 -4.3046 0.001
H 3.2861 -1.6671 -4.7723 0.000
H 2.8470 -2.1298 -3.1428 0.001
C -1.0394 2.4874 -0.9076 0.022
C -1.9738 3.4952 -0.6937 -0.013
C -3.3153 3.1720 -0.4746 0.023
C -3.7085 1.8433 -0.5138 -0.004
H 0.0142 2.6607 -1.1236 0.007
H -1.6347 4.5305 -0.6945 0.000
H -4.0445 3.9543 -0.2685 0.000
H -4.7411 1.5235 -0.4046 0.000
N -1.4281 1.1851 -0.8354 0.026
C -2.7381 0.8375 -0.6588 0.038
C -2.9665 -0.5884 -0.5476 0.029
N -1.8206 -1.3521 -0.5615 -0.075
C -1.9125 -2.7074 -0.4601 0.030
C -4.3083 -2.5779 -0.2290 0.034
C -3.1372 -3.3391 -0.2753 -0.014
H -0.9768 -3.2477 -0.5732 -0.009
H -3.1499 -4.4222 -0.1793 0.001
C -4.2206 -1.2058 -0.4015 -0.003
H -5.0992 -0.5563 -0.4365 0.001
H -5.2739 -3.0602 -0.0661 0.000
W 0.0187 -0.3581 -0.6583 1.895
C 0.7687 -2.0331 -1.6617 -0.026
H 0.1772 -2.5091 -2.4521 -0.005
H 1.2079 -2.7871 -0.9871 -0.008
H 1.5564 -1.4022 -2.1019 -0.028
Br 2.5016 -1.9133 2.2687 0.010
C 2.6135 -0.2603 3.1939 -0.008
C 3.4939 -0.0697 4.2590 -0.002
C 3.5188 1.1561 4.9402 0.001
C 2.6473 2.1878 4.5797 -0.001
C 1.7593 2.0105 3.5202 0.003
C 1.7885 0.8101 2.8146 0.016
C 0.8385 0.6450 1.6902 0.001
O -0.3963 0.6560 1.8742 0.005
O 1.4351 0.4715 0.5098 0.046
H 4.1497 -0.8811 4.5584 0.000
H 4.2284 1.2999 5.7558 0.000
H 2.6481 3.1330 5.1225 0.000
H 1.0506 2.7743 3.2045 0.000
```

Output
**Expectation value of S²**: 2.018
**Charge**: +2
**Spin multiplicity**: 3
**Energy above the lowest of the compared OMol25 structures with the same formula, charge and spin**: 80.0 kJ/mol
**Calculated total energy**: -3675.17208 Ha



A structure of composition C33H25F5N2P2Pb. Source: OMol25; level of theory: the ωB97M-V functional and the def2-TZVPD basis.

The geometry in XYZ format:
```
68
Properties=species:S:1:pos:R:3:nbo_charge:R:1
Pb 1.1726 0.7379 1.4715 0.769
N -0.8345 0.3265 -1.2366 -1.271
P -0.1808 -0.8940 -0.2468 1.116
C -1.6206 -2.0092 0.0216 -0.278
C -2.8309 -1.4266 0.3891 -0.232
C -3.9628 -2.2092 0.5294 -0.194
C -3.8876 -3.5775 0.3216 -0.195
C -2.6833 -4.1645 -0.0285 -0.204
C -1.5517 -3.3839 -0.1777 -0.213
C 0.7852 -1.8901 -1.4243 -0.395
C 0.7959 -1.6374 -2.7895 -0.141
C 1.4775 -2.4908 -3.6391 -0.226
C 2.1298 -3.6030 -3.1349 -0.192
C 2.1341 -3.8496 -1.7714 -0.195
C 1.4769 -2.9865 -0.9163 -0.193
P -0.9478 1.9358 -0.5854 1.012
C -2.3375 2.5467 -1.6127 -0.286
C -3.5465 2.8268 -0.9877 -0.213
C -4.6113 3.3116 -1.7253 -0.215
C -4.4691 3.5251 -3.0863 -0.192
C -3.2548 3.2757 -3.7082 -0.209
C -2.1899 2.7859 -2.9750 -0.227
C 0.4491 2.7350 -1.4654 -0.382
C 1.5379 2.0171 -1.9448 -0.157
C 2.6367 2.6777 -2.4624 -0.219
C 2.6824 4.0612 -2.4626 -0.203
C 1.6062 4.7837 -1.9721 -0.205
C 0.4910 4.1272 -1.4849 -0.207
H -1.6014 0.0511 -1.8422 0.423
H -2.8845 -0.3559 0.5489 0.218
H -4.9067 -1.7555 0.7999 0.219
H -4.7692 -4.1883 0.4401 0.218
H -2.6277 -5.2315 -0.1907 0.220
H -0.6239 -3.8499 -0.4714 0.228
H 0.2666 -0.7865 -3.1951 0.214
H 1.4845 -2.2942 -4.7024 0.217
H 2.6382 -4.2766 -3.8081 0.218
H 2.6451 -4.7156 -1.3820 0.220
H 1.5001 -3.1521 0.1502 0.230
H -3.6427 2.6783 0.0791 0.218
H -5.5459 3.5326 -1.2326 0.218
H -5.3072 3.8892 -3.6617 0.218
H -3.1355 3.4733 -4.7645 0.218
H -1.2349 2.6047 -3.4495 0.226
H 1.5326 0.9375 -1.9246 0.209
H 3.4671 2.1044 -2.8448 0.220
H 3.5598 4.5707 -2.8336 0.217
H 1.6403 5.8630 -1.9608 0.216
H -0.3526 4.6919 -1.1095 0.214
N 0.9688 -1.5134 8.7693 -0.315
C 0.8582 -1.2220 7.6643 0.284
C 0.7550 -0.8577 6.3042 -0.199
C 0.6396 0.4848 5.9495 -0.159
C 0.6139 0.8361 4.6150 -0.254
C 0.7008 -0.1122 3.5919 -0.380
C 0.7665 -1.4505 3.9802 -0.171
C 0.7950 -1.8319 5.3079 -0.169
H 0.5890 1.2380 6.7223 0.223
H 0.5379 1.8866 4.3674 0.205
H 0.8204 -2.2130 3.2179 0.199
H 0.8701 -2.8735 5.5860 0.221
F 3.4316 -0.9650 -0.1749 -0.376
C 3.1412 -0.7440 1.1658 0.299
F 3.0111 -2.0182 1.6869 -0.376
C 4.4211 -0.1609 1.7726 0.884
F 5.5063 -0.9403 1.6742 -0.317
F 4.2645 0.1072 3.0788 -0.322
F 4.7407 1.0066 1.1840 -0.325
```

Output
**Charge**: 0
**Calculated total energy**: -2756.90543 Ha



The ion C4H9N2O with charge +1. Source: OMol25; level of theory: the ωB97M-V functional and the def2-TZVPD basis.

The geometry in XYZ format:
```
16
Properties=species:S:1:pos:R:3:nbo_charge:R:1
N -0.7315 0.5860 1.9480 -0.673
C 0.6355 0.1559 1.5031 -0.219
C 0.7882 0.2373 -0.0113 -0.441
C -0.0037 -0.8180 -0.7460 -0.425
C -0.2166 -0.7770 -2.0422 0.477
N -0.0816 -0.1298 -3.2406 -0.312
O -0.7204 -1.4350 -3.0787 -0.305
H -0.8280 0.5545 2.9710 0.451
H -0.9166 1.5482 1.6336 0.445
H -1.4371 -0.0326 1.5236 0.451
H 0.7976 -0.8691 1.8412 0.234
H 1.3677 0.8016 1.9871 0.239
H 1.8501 0.0926 -0.2304 0.259
H 0.5337 1.2358 -0.3746 0.222
H -0.2518 -1.7265 -0.2188 0.231
H -0.7856 0.5761 -3.4651 0.363
```

Output
**Charge**: +1
**Structure (SMILES)**: [NH3+]CC/C=C1\NO1
**Energy above the lowest of the compared OMol25 structures with the same formula, charge and spin**: 445.4 kJ/mol
**Calculated total energy**: -342.18764 Ha



| no. | strongest force on any atom (eV Å⁻¹) |
| --- | --- |
| 1 | 6.6 |
| 2 | 2.9 |
| 3 | 1.5 |
| 4 | 2.0 |